1.
The following is a DFT calculation (ωB97M-V with the def2-TZVPD basis set) of a structure of composition C28H25ClN4O5PW in a non-equilibrium geometry.

XYZ file:
```
65
Properties=species:S:1:pos:R:3:forces:R:3
W -15.699 -3.406 9.158 2.46 -1.60 -0.08
O -12.834 -6.625 9.570 -0.76 0.47 -0.25
C -13.715 -5.870 9.239 -0.25 -2.16 -1.02
N -13.780 -4.522 9.488 -2.18 3.54 0.87
C -12.845 -3.896 10.279 0.32 0.17 -0.31
C -11.772 -4.488 10.947 0.98 -0.58 0.32
C -10.763 -3.727 11.601 -2.03 -2.22 -0.85
C -10.865 -2.349 11.651 -2.17 1.30 -0.84
C -12.034 -1.741 11.112 1.12 0.11 0.30
C -12.984 -2.503 10.427 -0.54 1.70 0.45
N -14.181 -1.939 9.975 -1.20 -2.62 -1.32
C -14.662 -0.748 10.479 0.65 2.27 3.45
O -14.150 -0.014 11.360 -1.13 -2.01 -2.85
C -16.050 -0.438 10.070 -0.91 0.73 -1.39
C -16.647 0.810 10.310 -0.05 -0.80 0.46
C -18.019 1.001 10.005 2.20 -1.64 -0.14
C -18.658 0.025 9.223 1.91 -0.67 0.78
C -17.991 -1.199 8.952 0.13 1.53 0.17
N -16.701 -1.418 9.371 -0.56 -0.76 0.22
C -14.859 -6.329 8.352 1.28 -0.71 0.23
C -14.875 -7.664 7.928 0.51 0.73 0.62
C -15.929 -8.102 7.187 -1.53 0.39 -1.61
C -16.842 -7.124 6.661 1.66 0.60 2.28
C -16.720 -5.801 7.115 0.23 -0.25 0.28
N -15.752 -5.417 7.981 0.01 0.01 0.83
H -11.838 -5.582 10.878 1.05 0.71 0.55
H -10.034 -4.318 12.119 0.59 0.18 0.13
H -10.168 -1.700 12.143 0.42 -0.04 0.18
H -12.245 -0.667 11.220 0.59 -0.83 0.03
H -16.050 1.578 10.833 -0.45 -0.57 -0.24
H -18.435 1.844 10.488 -1.00 0.92 -0.33
H -19.627 0.211 8.859 -1.13 -0.14 -0.33
H -18.507 -1.969 8.379 0.41 0.16 0.19
H -14.074 -8.352 8.182 -0.10 0.30 0.36
H -15.998 -9.179 6.977 -0.23 0.66 -0.19
H -17.685 -7.327 6.075 -0.85 -0.62 -0.95
H -17.395 -4.987 6.895 -0.29 -0.36 -0.45
Cl -21.894 -3.244 12.968 -0.08 -0.31 0.22
C -20.651 -3.752 11.923 0.99 0.17 -0.40
C -20.950 -4.091 10.587 -1.33 0.19 0.64
C -19.951 -4.072 9.661 -0.91 -1.07 -2.63
C -18.640 -4.028 10.000 2.02 0.57 0.26
O -17.690 -4.042 9.070 2.15 0.65 -0.61
C -18.250 -3.838 11.336 -1.88 -0.03 0.80
C -16.959 -3.760 11.802 0.28 0.73 0.89
O -15.862 -3.961 11.170 -0.59 0.85 -1.68
C -19.317 -3.652 12.278 -0.54 0.65 1.03
H -22.009 -4.284 10.313 0.86 0.34 0.06
H -20.162 -4.191 8.576 -0.06 -0.02 0.91
H -16.873 -3.373 12.820 0.35 -0.58 0.20
H -19.143 -3.306 13.315 0.32 -0.47 -0.65
C -14.804 -2.533 4.561 -0.69 0.21 0.15
P -14.262 -2.204 6.284 1.09 -0.23 -2.89
C -14.502 -0.491 6.516 1.51 0.41 0.62
C -12.595 -2.818 6.621 0.18 0.29 -0.77
O -15.221 -2.940 7.179 -2.69 -1.06 3.33
H -13.967 -2.726 3.880 -0.22 -0.41 0.25
H -15.272 -1.599 4.156 0.19 -0.81 0.47
H -15.591 -3.354 4.590 1.20 0.90 -0.24
H -13.647 0.037 6.087 -0.02 0.20 0.09
H -14.557 -0.303 7.585 0.03 0.33 0.08
H -15.374 -0.179 6.004 -0.98 0.30 -0.36
H -12.001 -2.872 5.687 -0.37 0.06 0.40
H -12.639 -3.827 7.048 -0.06 0.32 -0.03
H -12.080 -2.117 7.273 0.08 -0.09 0.30
```
Forces are in eV/Å.

As for the total charge: +3. The LUMO energy (alpha / beta) is -11.87 / -11.84 eV. As for the gap between HOMO and LUMO (alpha / beta): 4.821 / 4.840 eV.

=====

2.
The following is a DFT calculation (ωB97M-V with the def2-TZVPD basis set) of the ion C6H12NO with charge +1 in a non-equilibrium geometry.

XYZ file:
```
20
Properties=species:S:1:pos:R:3:forces:R:3
C -1.092 1.242 -0.509 1.77 0.89 -1.36
C 0.133 1.775 -0.764 -0.70 0.45 -0.21
C 1.599 0.240 0.156 0.93 0.89 -0.23
C 0.884 -0.946 -0.349 3.13 -0.71 1.77
C 2.839 0.024 0.917 1.08 1.36 -1.96
C -2.900 -0.263 0.512 1.60 3.46 -1.51
N -1.481 0.274 0.270 -0.09 -2.70 4.77
O 1.350 1.487 -0.101 -0.93 -2.07 0.31
H -1.757 1.539 -1.256 -1.43 0.79 -0.85
H 0.225 2.600 -1.448 0.23 -0.04 0.07
H 1.800 -1.466 -0.861 -2.05 0.22 0.86
H 0.125 -0.655 -0.964 -1.75 0.03 -1.90
H 0.492 -1.480 0.580 0.70 0.09 -1.47
H 3.665 -0.303 0.179 -1.27 0.15 1.09
H 2.665 -0.722 1.660 0.35 -0.30 0.74
H 3.120 1.044 1.202 0.35 -0.60 0.86
H -3.467 0.340 1.185 -0.08 0.62 0.71
H -3.394 -0.189 -0.427 -0.40 -0.15 -0.86
H -2.910 -1.229 0.837 0.51 -2.64 0.78
H -0.792 0.090 1.079 -1.97 0.27 -1.63
```
Forces are in eV/Å.

As for the total charge: +1. The LUMO energy (alpha / beta) is -4.78 / -4.78 eV. As for the gap between HOMO and LUMO (alpha / beta): 7.781 / 7.781 eV.

=====

3.
The following is a DFT calculation (ωB97M-V with the def2-TZVPD basis set) of an isolated molecule of C7H3ClF3N3O in a non-equilibrium geometry.

XYZ file:
```
18
Properties=species:S:1:pos:R:3:forces:R:3
O -0.223 -1.703 1.588 0.71 -1.75 0.76
N -0.421 -0.601 0.853 0.30 2.50 -1.89
C -1.571 0.172 0.610 0.33 -0.94 -0.69
C -2.838 0.093 1.488 -0.69 -0.73 2.48
F -2.424 0.516 2.737 -0.35 0.47 -1.12
F -3.974 0.771 1.158 2.25 -0.53 -0.25
F -3.255 -1.184 1.778 0.61 0.73 -1.30
N -1.333 1.003 -0.364 -3.81 0.70 0.93
C -0.109 0.824 -0.823 1.48 2.76 -2.36
N 0.452 1.531 -1.865 1.79 -2.72 1.49
C 1.748 1.095 -2.112 -1.95 2.26 -1.95
C 2.506 0.182 -1.391 -1.59 -1.74 2.93
Cl 4.096 -0.409 -1.812 -0.56 0.65 -0.10
C 1.892 -0.432 -0.199 -0.25 2.80 -3.75
C 0.545 -0.045 -0.031 2.15 -4.04 2.26
H 0.291 -2.395 1.065 -1.11 1.40 0.38
H 2.077 1.604 -3.054 0.44 -0.78 1.11
H 2.540 -1.022 0.373 0.25 -1.05 1.05
```
Forces are in eV/Å.

The SMILES is On1c(C(F)(F)F)nc2ncc(Cl)cc21. As for the total charge: 0. The LUMO energy is -0.85 eV. As for the gap between HOMO and LUMO: 8.705 eV.

=====

4.
The following is a DFT calculation (ωB97M-V with the def2-TZVPD basis set) of a structure of composition C23H21F5IN2O17PS in a non-equilibrium geometry.

XYZ file:
```
71
Properties=species:S:1:pos:R:3:forces:R:3
O -1.922 -0.627 -2.869 -0.45 -0.59 0.10
P -2.180 -2.059 -3.217 1.20 1.78 0.36
C -0.750 -3.088 -2.705 0.19 -1.12 0.24
C -0.078 -3.803 -3.668 -0.44 0.15 -0.67
C 1.075 -4.598 -3.350 -0.69 0.83 1.09
N 1.872 -5.329 -4.153 0.17 0.34 1.66
S 2.990 -5.906 -3.124 0.37 -0.49 -0.18
N 2.556 -5.337 -1.669 -0.77 0.32 -2.05
C 1.454 -4.594 -1.955 0.64 -0.44 1.26
C 0.762 -3.893 -0.902 -0.78 0.37 -1.55
C -0.321 -3.156 -1.303 -0.11 0.79 0.21
C -1.147 -2.363 -0.289 -0.64 -0.59 0.32
C -0.404 -1.999 1.005 -0.27 0.01 -0.43
O 0.661 -1.503 1.088 0.01 -0.02 -0.08
I -1.504 -2.412 2.861 0.03 -0.15 -0.28
H -2.261 -2.133 -4.632 -0.24 -0.86 0.36
H -3.385 -2.488 -2.596 0.32 -0.54 -0.45
H -0.446 -3.741 -4.700 0.34 -0.17 0.31
H 1.084 -3.923 0.140 0.09 -0.20 -0.49
H -2.033 -2.980 -0.033 0.41 0.38 0.06
H -1.560 -1.424 -0.710 0.48 -0.32 0.17
C -1.979 1.352 -0.655 0.30 -0.53 -0.50
C -3.411 1.062 -0.316 0.24 -0.07 0.32
O -3.765 2.147 0.529 0.10 0.26 -0.47
C -2.984 3.196 0.135 0.13 0.21 0.18
O -3.178 4.329 0.429 -0.09 -0.02 0.10
O -1.956 2.781 -0.644 -0.50 -0.02 0.33
F -3.522 -0.096 0.388 -0.18 -0.13 0.08
H -1.285 0.972 0.099 -0.18 0.02 0.19
H -1.691 0.959 -1.628 -0.19 0.25 0.28
H -4.081 1.034 -1.177 -0.06 -0.16 0.10
C 3.375 -6.553 3.514 0.27 -0.28 0.46
C 3.081 -5.198 2.930 0.35 0.13 -0.52
O 2.029 -5.466 2.018 -0.04 -0.21 0.76
C 1.361 -6.546 2.532 -0.57 -0.34 -0.26
O 0.279 -6.885 2.189 0.11 0.06 -0.07
O 2.091 -7.175 3.488 0.02 0.40 -0.25
F 4.144 -4.719 2.240 -0.05 0.13 0.02
H 4.072 -7.128 2.901 -0.01 0.19 -0.14
H 3.763 -6.497 4.529 -0.21 -0.09 0.04
H 2.753 -4.454 3.659 0.09 0.09 -0.09
C -0.514 5.726 -0.388 -0.31 -0.44 0.40
C -0.812 6.508 -1.636 -0.33 0.45 0.17
O 0.375 7.263 -1.825 0.21 -0.69 0.05
C 1.386 6.522 -1.287 0.44 0.70 -0.06
O 2.539 6.707 -1.495 -0.19 -0.09 0.12
O 0.903 5.534 -0.488 -0.35 0.72 0.01
F -1.847 7.362 -1.449 0.05 0.00 -0.13
H -0.742 6.285 0.521 -0.04 0.15 -0.15
H -1.035 4.779 -0.356 0.25 -0.06 -0.01
H -1.000 5.895 -2.520 -0.09 0.09 -0.02
C -1.841 1.348 3.907 -0.38 -0.57 0.01
C -0.571 2.000 3.434 -0.17 0.34 -0.27
O -0.533 3.196 4.185 0.02 -0.53 0.26
C -1.189 2.931 5.357 -0.21 0.31 0.49
O -1.125 3.607 6.327 -0.01 -0.02 -0.13
O -1.917 1.786 5.264 0.37 0.28 -0.24
F -0.639 2.315 2.112 0.13 0.01 -0.05
H -2.719 1.702 3.361 0.15 0.13 -0.12
H -1.802 0.261 3.845 -0.01 0.17 0.24
H 0.333 1.419 3.625 0.04 0.03 -0.21
C 2.629 2.235 -1.599 0.35 -0.25 0.38
C 2.272 3.591 -2.144 0.64 0.20 -0.18
O 1.209 3.298 -3.036 -0.31 -0.29 0.53
C 0.593 2.185 -2.542 -0.11 -0.10 -0.26
O -0.482 1.810 -2.871 0.50 0.29 -0.49
O 1.368 1.562 -1.614 -0.19 0.32 -0.26
F 3.299 4.126 -2.846 0.00 -0.04 -0.14
H 3.333 1.700 -2.239 -0.02 0.15 -0.12
H 3.037 2.282 -0.591 -0.22 -0.09 0.05
H 1.932 4.306 -1.391 0.38 -0.53 -0.38
```
Forces are in eV/Å.

As for the total charge: 0. The LUMO energy is -1.39 eV. As for the gap between HOMO and LUMO: 8.541 eV.

=====

5.
The following is a DFT calculation (ωB97M-V with the def2-TZVPD basis set) of a structure of composition C5H4N2O7S in a non-equilibrium geometry.

XYZ file:
```
19
Properties=species:S:1:pos:R:3:forces:R:3
C -1.328 -0.841 0.142 -0.67 -1.77 1.73
C -0.025 0.459 1.843 -1.62 -1.82 3.32
C 1.187 1.056 -0.672 -2.45 1.14 -1.55
C -1.435 0.277 -0.704 1.20 2.82 -0.88
C -0.042 0.456 -1.439 -2.57 -0.12 -1.69
N -0.848 -0.583 1.385 0.25 -1.99 0.68
N 0.249 1.354 1.021 1.03 3.24 -2.45
O 1.481 2.204 -0.991 1.12 0.36 0.20
O 1.988 0.069 -0.371 2.05 -0.73 0.95
O -1.747 -1.951 -0.160 -0.51 -0.50 0.13
O 0.203 0.418 3.065 0.45 -0.14 1.07
O -0.046 0.390 -2.663 0.25 0.68 0.15
O 1.238 -2.285 0.316 0.66 0.46 -0.73
O 1.780 -1.728 -2.051 0.46 -0.70 -0.07
S 1.096 -1.356 -0.824 0.61 -1.74 0.62
H -2.362 0.174 -1.260 0.45 0.26 -0.79
H -1.340 1.144 -0.040 -1.00 0.26 -0.42
H -0.723 -1.419 1.956 -0.09 0.30 -0.32
H 0.675 2.162 1.447 0.39 -0.01 0.05
```
Forces are in eV/Å.

As for the total charge: -2. The LUMO energy is 6.21 eV. As for the gap between HOMO and LUMO: 7.492 eV.

=====

6.
The following is a DFT calculation (ωB97M-V with the def2-TZVPD basis set) of a cluster of 2 separate species, ClF2HSi in total in a non-equilibrium geometry.

XYZ file:
```
5
Properties=species:S:1:pos:R:3:forces:R:3
F -0.448 1.147 2.468 0.05 0.37 0.38
F -0.251 0.291 -2.385 0.38 -0.10 1.67
Si 0.206 -0.055 -0.806 -1.01 1.14 -1.67
Cl 1.074 -1.820 -1.179 0.62 -1.10 -0.05
H -0.580 0.438 1.901 -0.04 -0.30 -0.34
```
Forces are in eV/Å.

As for the total charge: 0. The LUMO energy is -0.99 eV. As for the gap between HOMO and LUMO: 9.650 eV.

=====

Number 1: total energy -69251.7639 eV. Number 2: total energy -9944.6894 eV. Number 3: total energy -34497.5844 eV. Number 4: total energy -103791.3453 eV. Number 5: total energy -33397.0762 eV. Number 6: total energy -25853.2433 eV.